Record 1
{
  "formula": "C19H21F2N3O3",
  "method": "the ωB97M-V functional and the def2-TZVPD basis",
  "smiles": "COc1ccc(C(=O)N2CCC[C@H](Nc3ccc(F)c(F)c3)C2)c(OC)n1",
  "spin_multiplicity": 1,
  "orbital_gap_ev": 8.50,
  "symbols": ["C", "O", "C", "C", "C", "C", "C", "O", "N", "C", "C", "C", "C", "N", "C", "C", "C", "C", "F", "C", "F", "C", "C", "C", "O", "C", "N", "H", "H", "H", "H", "H", "H", "H", "H", "H", "H", "H", "H", "H", "H", "H", "H", "H", "H", "H", "H", "H"],
  "coordinates": [[-5.0853, -3.2629, 1.1646], [-4.0005, -3.3870, 0.2656], [-3.3905, -2.2519, -0.0991], [-2.3279, -2.3262, -1.0011], [-1.7116, -1.1472, -1.3658], [-2.1288, 0.0618, -0.8200], [-1.5437, 1.3542, -1.2882], [-1.5540, 1.6536, -2.4686], [-1.0231, 2.1692, -0.3382], [-0.4814, 3.4568, -0.7204], [1.0423, 3.4512, -0.6086], [1.4640, 3.0385, 0.7998], [0.8249, 1.6915, 1.1806], [1.2982, 0.5976, 0.3666], [2.5584, 0.0678, 0.4149], [3.4390, 0.2865, 1.4803], [4.6786, -0.3206, 1.5086], [5.0725, -1.1559, 0.4797], [6.2885, -1.7401, 0.5163], [4.2086, -1.3814, -0.5838], [4.5723, -2.1892, -1.5968], [2.9701, -0.7787, -0.6215], [-0.7018, 1.7787, 1.0092], [-3.2217, 0.0217, 0.0576], [-3.6772, 1.1780, 0.5694], [-4.8156, 1.0895, 1.4042], [-3.8237, -1.1040, 0.4072], [-5.4552, -4.2728, 1.3271], [-4.7569, -2.8228, 2.1089], [-5.8704, -2.6348, 0.7383], [-2.0263, -3.2819, -1.3926], [-0.9020, -1.1515, -2.0801], [-0.7950, 3.6542, -1.7465], [-0.9046, 4.2205, -0.0585], [1.4293, 4.4437, -0.8405], [1.4551, 2.7523, -1.3385], [2.5507, 2.9557, 0.8556], [1.1420, 3.7950, 1.5183], [1.0423, 1.4616, 2.2297], [0.8258, 0.5036, -0.5208], [3.1579, 0.9309, 2.2965], [5.3567, -0.1508, 2.3296], [2.3221, -0.9727, -1.4622], [-1.1435, 0.8085, 1.2340], [-1.1067, 2.5218, 1.7043], [-5.0456, 2.1101, 1.7021], [-4.6047, 0.4745, 2.2821], [-5.6584, 0.6534, 0.8643]]
}


Record 2
{
  "formula": "C4H15N3O2",
  "method": "the ωB97M-V functional and the def2-TZVPD basis",
  "smiles": "[H]/N=C\\O.CNCO.CN",
  "spin_multiplicity": 1,
  "orbital_gap_ev": 10.23,
  "symbols": ["H", "N", "C", "O", "H", "H", "C", "N", "C", "O", "H", "H", "H", "H", "H", "H", "H", "C", "N", "H", "H", "H", "H", "H"],
  "coordinates": [[-0.0253, -2.7931, -0.1695], [-0.2505, -2.7058, -1.1612], [-1.1371, -1.8578, -1.4135], [-1.8128, -1.0679, -0.5845], [-1.4444, -1.7198, -2.4453], [-1.5238, -1.2159, 0.3454], [0.2177, 2.1498, 1.9791], [-0.6305, 0.9986, 1.7495], [-0.0265, -0.2504, 2.1405], [-0.9785, -1.2840, 2.0658], [-0.3118, 3.0403, 1.6488], [0.4137, 2.2358, 3.0490], [1.1804, 2.0931, 1.4526], [-0.8802, 0.9546, 0.7627], [0.3458, -0.1457, 3.1704], [0.8090, -0.5700, 1.4944], [-1.7458, -1.0144, 2.5864], [0.9246, 0.6413, -2.8866], [1.0860, 0.2266, -1.5030], [1.8547, 0.6194, -3.4717], [0.2034, -0.0195, -3.3625], [0.5305, 1.6573, -2.9047], [1.3679, -0.7442, -1.4714], [1.8337, 0.7715, -1.0707]]
}


Record 3
{
  "formula": "C16H24N2O5RuS5",
  "method": "the ωB97M-V functional and the def2-TZVPD basis",
  "spin_multiplicity": 2,
  "total_charge": 1,
  "orbital_gap_ev": [5.20, 5.92],
  "symbols": ["Ru", "C", "C", "S", "C", "C", "S", "C", "C", "S", "C", "C", "S", "H", "H", "H", "H", "H", "H", "H", "H", "H", "H", "H", "H", "H", "H", "H", "H", "O", "C", "C", "O", "C", "C", "O", "C", "O", "O", "C", "N", "C", "S", "N", "C", "H", "H", "H", "H", "H", "H", "H", "H"],
  "coordinates": [[0.0700, -0.0067, 0.4580], [-0.6573, -1.5109, 3.7567], [-1.9382, -0.8337, 3.3263], [-2.2043, -1.0083, 1.5451], [-3.3515, 0.3682, 1.3786], [-3.4632, 0.8022, -0.0617], [-1.9210, 1.3819, -0.7918], [-1.6755, 3.0059, -0.0046], [-0.3537, 3.1268, 0.7345], [-0.4234, 2.0041, 2.1473], [1.2731, 1.8021, 2.7240], [1.2874, 0.6175, 3.6844], [0.8197, -0.9570, 2.9059], [-0.6843, -2.5769, 3.5230], [-0.5134, -1.4015, 4.8326], [-1.9207, 0.2310, 3.5536], [-2.7860, -1.2914, 3.8352], [-2.9978, 1.1796, 2.0115], [-4.3258, 0.0377, 1.7406], [-4.2045, 1.5943, -0.1622], [-3.7623, -0.0306, -0.7014], [-2.5274, 3.1696, 0.6577], [-1.7012, 3.7548, -0.7938], [-0.2155, 4.1513, 1.0798], [0.4805, 2.8383, 0.1082], [1.5980, 2.7039, 3.2398], [1.9113, 1.6195, 1.8697], [0.6286, 0.7710, 4.5416], [2.3049, 0.4844, 4.0416], [4.2031, -4.6426, -0.1344], [3.6547, -3.5896, -0.2490], [2.4064, -3.2607, -1.0777], [2.1244, -3.6515, -2.1949], [1.7411, -2.1784, -0.3256], [2.6775, -1.4940, 0.4090], [2.4237, -0.3486, 0.9001], [3.9514, -2.2889, 0.5134], [4.9723, -1.9780, 1.0552], [0.4732, -1.8561, -0.3631], [0.5824, -1.9825, -4.4297], [0.9342, -1.2079, -3.2448], [0.5639, 0.0331, -3.0152], [1.1697, 0.8984, -1.5998], [-0.1986, 0.6198, -3.9479], [-0.6398, 2.0215, -4.0056], [1.1216, -2.9206, -4.3816], [0.8783, -1.4516, -5.3362], [-0.4871, -2.2037, -4.4613], [1.4364, -1.6938, -2.5160], [-0.5052, 0.0341, -4.7057], [-0.0863, 2.5981, -3.2765], [-1.7029, 2.1005, -3.7944], [-0.4410, 2.4161, -4.9984]]
}


Record 4
{
  "formula": "C24H29NO3",
  "method": "the ωB97M-V functional and the def2-TZVPD basis",
  "smiles": "COc1cc2c(cc1OC)C(=O)[C@@H](CC1CCN(Cc3ccccc3)CC1)C2",
  "spin_multiplicity": 1,
  "orbital_gap_ev": 8.64,
  "symbols": ["C", "O", "C", "C", "C", "C", "C", "C", "O", "C", "C", "O", "C", "C", "C", "C", "C", "N", "C", "C", "C", "C", "C", "C", "C", "C", "C", "C", "H", "H", "H", "H", "H", "H", "H", "H", "H", "H", "H", "H", "H", "H", "H", "H", "H", "H", "H", "H", "H", "H", "H", "H", "H", "H", "H", "H", "H"],
  "coordinates": [[1.9496, 6.7418, 0.5076], [0.6917, 6.2169, 0.1621], [0.3163, 5.0002, 0.6621], [1.1463, 4.2428, 1.4883], [0.7336, 3.0090, 1.9451], [-0.5188, 2.5177, 1.5870], [-1.3659, 3.2649, 0.7858], [-0.9640, 4.5085, 0.3114], [-1.8860, 5.1177, -0.4840], [-1.7540, 6.4597, -0.8951], [-0.7301, 1.1985, 2.1904], [-1.7593, 0.5692, 2.2563], [0.6221, 0.7611, 2.7509], [1.2860, -0.2333, 1.7819], [0.4402, -1.4867, 1.5017], [1.2893, -2.7594, 1.5530], [0.4135, -3.9820, 1.2479], [-0.2700, -3.9116, -0.0259], [0.5801, -4.1442, -1.1804], [-0.2526, -4.4300, -2.4021], [-1.3182, -5.3182, -2.3170], [-2.0893, -5.5979, -3.4294], [-1.8017, -4.9968, -4.6442], [-0.7422, -4.1120, -4.7375], [0.0258, -3.8284, -3.6209], [-1.0563, -2.6949, -0.1159], [-0.2498, -1.4152, 0.1376], [1.4498, 2.0538, 2.8503], [2.7649, 6.1012, 0.1569], [2.0082, 7.7052, 0.0030], [2.0416, 6.8944, 1.5876], [2.1187, 4.6143, 1.7698], [-2.3406, 2.8957, 0.5105], [-2.6873, 6.6872, -1.4105], [-0.9174, 6.5952, -1.5834], [-1.6368, 7.1344, -0.0444], [0.4871, 0.2714, 3.7178], [2.2435, -0.5305, 2.2184], [1.4974, 0.2861, 0.8438], [-0.3388, -1.5662, 2.2670], [1.7385, -2.8768, 2.5415], [2.0977, -2.6929, 0.8206], [1.0155, -4.8945, 1.2718], [-0.3577, -4.0639, 2.0215], [1.2685, -3.3103, -1.3958], [1.1920, -5.0271, -0.9615], [-1.5382, -5.7734, -1.3635], [-2.9175, -6.2874, -3.3515], [-2.4031, -5.2159, -5.5145], [-0.5143, -3.6376, -5.6813], [0.8499, -3.1323, -3.6996], [-1.5210, -2.6592, -1.1036], [-1.8513, -2.7640, 0.6329], [-0.9229, -0.5590, 0.0991], [0.5008, -1.2898, -0.6474], [2.4895, 1.9052, 2.5546], [1.4474, 2.4390, 3.8732]]
}


Record 5
{
  "formula": "C28H39AlCl36I2O5P",
  "method": "the ωB97M-V functional and the def2-TZVPD basis",
  "spin_multiplicity": 1,
  "total_charge": -1,
  "orbital_gap_ev": 5.07,
  "symbols": ["C", "C", "O", "C", "C", "O", "C", "Al", "C", "C", "C", "C", "C", "C", "C", "C", "O", "C", "C", "O", "C", "I", "C", "C", "I", "P", "C", "O", "H", "H", "H", "H", "H", "H", "H", "H", "H", "H", "H", "H", "H", "H", "H", "H", "H", "H", "H", "H", "H", "H", "H", "H", "H", "H", "H", "H", "H", "H", "H", "H", "H", "H", "H", "H", "H", "H", "H", "C", "Cl", "Cl", "Cl", "Cl", "C", "Cl", "Cl", "Cl", "Cl", "C", "Cl", "Cl", "Cl", "Cl", "C", "Cl", "Cl", "Cl", "Cl", "C", "Cl", "Cl", "Cl", "Cl", "C", "Cl", "Cl", "Cl", "Cl", "C", "Cl", "Cl", "Cl", "Cl", "C", "Cl", "Cl", "Cl", "Cl", "C", "Cl", "Cl", "Cl", "Cl"],
  "coordinates": [[-4.3998, -5.9349, 1.6248], [-3.5118, -4.8504, 2.2422], [-4.2058, -3.6308, 2.3372], [-3.8097, -2.9106, 3.5067], [-4.4191, -1.5073, 3.5116], [-3.4541, -0.5355, 3.2313], [-3.8790, 0.4093, 2.2373], [-2.1933, 1.1517, 1.3260], [-1.7016, 2.9607, 2.0979], [-0.6566, 3.7786, 1.2865], [0.7503, 3.8439, 1.9311], [1.3430, 5.2363, 1.6152], [2.8165, 5.3704, 2.0545], [3.7924, 4.9870, 0.9091], [4.8065, 3.9009, 1.3291], [5.8702, 3.8398, 0.2315], [6.7516, 2.7418, 0.5580], [7.7099, 2.5596, -0.3338], [8.5896, 1.3543, -0.0647], [7.9122, 3.2515, -1.2518], [-2.6423, 1.1652, -0.6794], [-3.3086, -0.8223, -1.2546], [-1.4228, 1.5842, -1.6124], [-1.7010, 2.9304, -2.3183], [-1.0956, 0.1548, -3.2268], [-0.4800, -0.3836, 1.8871], [1.1012, -0.0134, 0.9340], [-1.0876, -1.9083, 1.3569], [-4.7341, -5.6453, 0.6270], [-3.8272, -6.8628, 1.5142], [-5.2272, -6.1477, 2.3003], [-2.5830, -4.7403, 1.6704], [-3.2174, -5.2015, 3.2400], [-2.7232, -2.7560, 3.4935], [-4.1006, -3.4944, 4.3915], [-4.7775, -1.3252, 4.5519], [-5.3066, -1.4585, 2.8748], [-4.5219, 1.1977, 2.6718], [-4.4819, -0.0959, 1.4684], [-2.6203, 3.5597, 2.1480], [-1.3583, 2.8345, 3.1306], [-1.0035, 4.8193, 1.2470], [-0.5342, 3.4603, 0.2505], [1.4128, 3.0782, 1.5223], [0.6906, 3.7743, 3.0171], [0.7275, 6.0109, 2.0771], [1.2880, 5.3980, 0.5337], [3.0265, 4.8137, 2.9692], [2.9859, 6.4316, 2.2653], [4.3336, 5.8637, 0.5486], [3.2071, 4.5951, 0.0710], [5.2839, 4.2684, 2.2395], [4.3195, 2.9401, 1.4790], [6.4568, 4.7562, 0.2603], [5.4048, 3.6665, -0.7375], [9.6255, 1.6409, 0.0858], [8.4800, 0.6169, -0.8548], [8.2545, 0.8796, 0.8608], [-3.4674, 1.8508, -0.8995], [-0.5417, 1.6195, -0.9757], [-0.9658, 3.0311, -3.1169], [-2.6937, 2.8653, -2.7628], [-1.6318, 3.7821, -1.6426], [1.2373, -0.7662, 0.1463], [1.9362, -0.1705, 1.6209], [1.1590, 0.9928, 0.5214], [-0.5124, -2.2311, 0.6573], [2.4673, 3.3646, -4.6114], [3.6548, 3.5741, -5.9103], [1.7467, 1.7572, -4.7062], [3.2722, 3.5597, -3.0459], [1.1978, 4.5882, -4.7764], [0.2496, 1.3501, -8.7733], [-1.3937, 0.7163, -8.6290], [0.5356, 1.8757, -10.4402], [0.4526, 2.7190, -7.6806], [1.4072, 0.0794, -8.3497], [-3.8356, -9.7500, 1.6983], [-2.6965, -8.4232, 1.4486], [-5.1165, -9.6588, 0.4859], [-2.9871, -11.2975, 1.5519], [-4.5443, -9.6169, 3.3131], [-5.8031, -3.2574, -4.2916], [-4.6885, -3.8764, -3.0693], [-4.9184, -2.2364, -5.4300], [-6.5354, -4.6190, -5.1636], [-7.0769, -2.3027, -3.5137], [3.6182, 3.8433, 6.3002], [5.0454, 4.3422, 5.3792], [3.8586, 2.2031, 6.9132], [3.3803, 4.9515, 7.6600], [2.1994, 3.8799, 5.2526], [-7.4652, -6.7433, -1.2315], [-7.6386, -5.2213, -2.1040], [-6.5882, -7.9121, -2.2367], [-6.5644, -6.4458, 0.2587], [-9.0655, -7.3890, -0.8321], [5.7073, -0.2147, -5.9807], [7.1221, 0.4734, -6.7951], [6.1060, -1.8285, -5.3800], [5.2457, 0.8178, -4.6293], [4.3628, -0.3204, -7.1267], [9.5053, -3.4890, -3.5476], [10.6104, -2.8224, -2.3376], [9.2365, -2.2981, -4.8225], [10.2108, -4.9540, -4.2455], [7.9628, -3.8860, -2.7806], [-7.7415, -0.4213, 6.2468], [-9.4074, -0.9744, 6.4880], [-7.5397, 0.1393, 4.5877], [-7.3957, 0.9079, 7.3624], [-6.6278, -1.7589, 6.5628]]
}


Record 6
{
  "formula": "H26O13",
  "method": "the ωB97M-V functional and the def2-TZVPD basis",
  "spin_multiplicity": 1,
  "orbital_gap_ev": 9.35,
  "symbols": ["H", "H", "H", "H", "H", "H", "H", "H", "H", "H", "H", "H", "H", "H", "H", "H", "H", "H", "H", "H", "H", "H", "H", "H", "H", "H", "O", "O", "O", "O", "O", "O", "O", "O", "O", "O", "O", "O", "O"],
  "coordinates": [[-0.0905, 1.2952, -0.1727], [1.1334, 0.6572, 0.4637], [-0.4604, 1.0482, 3.0805], [0.6709, 0.6697, 4.0223], [3.5999, -2.6390, 0.0625], [5.0910, -2.4338, -0.1488], [1.6157, -1.2406, -0.3992], [0.6389, -2.0738, 0.4143], [4.3006, 2.0903, 0.7181], [4.0286, 0.9306, -0.2259], [-1.4485, -2.4822, -0.7728], [-0.6292, -3.7554, -0.9055], [-3.1060, -1.1249, -1.2393], [-2.4182, -1.2759, -2.5862], [-1.6888, 2.3349, -0.6085], [-0.7834, 2.1168, -1.8097], [-0.3361, -2.6900, 1.8880], [-0.5923, -1.5030, 2.8020], [1.3090, 1.0905, -3.3811], [1.4675, 2.5496, -3.7758], [0.5226, 4.3827, 1.4569], [0.9843, 3.9714, 0.0685], [-3.7420, -0.5959, 0.8194], [-5.0131, -0.0951, 0.1533], [-3.2995, 2.4614, 1.0142], [-1.8559, 1.9959, 1.1101], [0.3970, 0.4650, -0.1277], [0.1059, 0.3091, 3.3297], [4.2602, -2.5210, -0.6297], [1.0132, -1.9895, -0.4699], [4.2359, 1.1289, 0.6943], [-1.2167, -3.2894, -0.2999], [-2.9580, -1.7587, -1.9502], [-1.6959, 2.0129, -1.5169], [0.0959, -1.9174, 2.2694], [1.9501, 1.8101, -3.3895], [0.6499, 3.6089, 0.8966], [-4.0751, -0.2419, -0.0129], [-2.7498, 1.6723, 0.9509]]
}


Record 7
{
  "formula": "C5H8O",
  "method": "the ωB97M-V functional and the def2-TZVPD basis",
  "spin_multiplicity": 1,
  "orbital_gap_ev": [6.01, 8.96],
  "symbols": ["O", "C", "C", "C", "C", "C", "H", "H", "H", "H", "H", "H", "H", "H"],
  "coordinates": [[-1.1517, -1.7430, -0.9611], [-0.3192, -0.8285, -0.5040], [0.3019, 0.3018, -1.2793], [0.7908, 1.2868, -0.2756], [-0.0081, 0.9693, 1.0025], [-0.0591, -0.5452, 0.9199], [-1.7987, -2.0007, -0.2848], [0.9961, -0.8962, 0.7351], [-0.5999, 0.6610, -1.8173], [1.0344, 0.0006, -2.0325], [1.8720, 1.2301, -0.0855], [-1.0259, 1.4040, 0.9652], [0.4650, 1.3350, 1.9192], [-0.4977, -1.1751, 1.6982]]
}


Record 8
{
  "formula": "C3H5NO3S",
  "method": "the ωB97M-V functional and the def2-TZVPD basis",
  "smiles": "O=C(CO)S/C=N\\O",
  "spin_multiplicity": 1,
  "orbital_gap_ev": 10.51,
  "symbols": ["O", "C", "C", "O", "S", "C", "N", "O", "H", "H", "H", "H", "H"],
  "coordinates": [[1.7370, -1.8014, 0.3796], [0.8635, -1.0527, 0.0079], [1.1454, 0.4064, -0.2998], [2.5281, 0.6400, -0.2470], [-0.7923, -1.7132, -0.1817], [-1.8035, -0.3161, -0.6164], [-2.1568, 0.6421, 0.1369], [-1.5943, 0.6209, 1.3794], [0.7550, 0.6774, -1.2915], [0.6065, 0.9965, 0.4486], [2.9272, -0.1764, 0.0933], [-2.2299, -0.3114, -1.6206], [-1.9859, 1.3880, 1.8115]]
}